(1)
Here is a single C7H5ClN2OS2 molecule from the OMol25 dataset. Energies are from the ωB97M-V functional and the def2-TZVPD basis.

Results
E_HOMO (alpha / beta) = -7.40 / -8.83 eV
Spin multiplicity = 3

The geometry in XYZ format:
```
18
Properties=species:S:1:pos:R:3:nbo_charge:R:1
C -1.397 2.333 -0.947 -0.0229
C -2.724 2.529 -0.665 -0.4516
C -1.775 0.464 0.119 -0.0433
C 2.936 -1.710 0.270 -0.0325
C 0.742 -1.497 -0.597 0.5709
C 3.010 -0.736 1.169 -0.4263
C -1.530 -0.785 0.733 -0.0430
N -0.890 1.182 -0.505 -0.4229
N 1.989 -1.799 -0.732 -0.4826
O -0.096 -1.269 0.492 -0.5399
S -3.369 1.211 0.201 0.4011
S -2.442 -1.698 1.685 0.4332
Cl -0.153 -1.506 -2.080 -0.0059
H -0.760 3.019 -1.475 0.2177
H -3.336 3.370 -0.922 0.2440
H 3.697 -2.474 0.177 0.1986
H 2.268 0.044 1.211 0.2021
H 3.828 -0.678 1.865 0.2031
```


(2)
Here is a single C5H11N3 molecule from the OMol25 dataset. Energies are from the ωB97M-V functional and the def2-TZVPD basis.

Results
E_HOMO = -8.50 eV
SMILES string = [H]/N=C(/CN(C)C)N=C

The geometry in XYZ format:
```
19
Properties=species:S:1:pos:R:3:nbo_charge:R:1
C -0.653 0.138 -0.844 -0.3013
C -1.263 -0.897 1.262 -0.4045
C 0.470 -1.888 -0.103 -0.4078
N -0.228 -0.675 0.273 -0.4561
C 0.018 1.510 -0.840 0.4292
C 1.769 1.333 0.512 -0.0379
N 1.543 1.320 -0.709 -0.4548
N -0.530 2.534 -1.314 -0.6427
H 0.090 3.256 -1.671 0.3588
H -0.412 -0.336 -1.800 0.2241
H -1.730 0.328 -0.837 0.2169
H -0.821 -1.357 2.146 0.1999
H -1.697 0.060 1.553 0.2011
H -2.075 -1.546 0.897 0.1656
H 0.868 -2.362 0.794 0.1993
H -0.179 -2.615 -0.616 0.1642
H 1.307 -1.630 -0.752 0.2089
H 2.757 1.297 0.956 0.1847
H 0.768 1.529 1.092 0.1524
```


(3)
Here is 11 unconnected molecules or ions with the total composition C3H30NO11 from the OMol25 dataset. Energies are from the ωB97M-V functional and the def2-TZVPD basis.

Results
E_HOMO (alpha / beta) = -2.64 / -11.05 eV
Spin multiplicity = 2

The geometry in XYZ format:
```
45
Properties=species:S:1:pos:R:3:nbo_charge:R:1
O 1.108 1.166 -0.451 -0.7769
C 0.583 0.423 0.668 -0.1576
C 0.551 -1.040 0.221 -0.3043
N -0.635 -1.123 -0.754 -0.6091
C -0.313 -1.989 -1.874 -0.5109
H 2.071 0.965 -0.468 0.4997
H 0.966 0.951 1.554 0.2253
H -0.506 0.703 0.758 0.1971
H 0.346 -1.652 1.093 0.2296
H 1.571 -1.322 -0.015 0.2248
H -0.701 -0.128 -1.063 0.4868
H -1.490 -1.407 -0.260 0.3981
H 0.447 -1.510 -2.492 0.2031
H -1.112 -2.244 -2.568 0.2368
H -0.102 -3.052 -1.735 0.2730
H 2.362 -1.204 2.896 0.4656
H 1.996 -0.740 4.311 0.4700
O 1.860 -1.454 3.688 -0.9576
H -0.832 4.225 1.088 0.4625
H -1.751 4.312 -0.054 0.4791
O -1.160 4.883 0.456 -0.9437
H -2.480 0.209 2.026 0.4741
H -3.169 -0.991 1.365 0.4383
O -2.628 -0.203 1.164 -1.0851
H -3.715 1.357 -0.579 0.4836
H -2.190 1.559 -0.937 0.4777
O -3.021 2.012 -0.751 -0.9824
H 3.773 2.583 1.289 0.4793
H 4.039 1.838 0.086 0.4799
O 3.332 1.919 0.746 -0.9606
H 3.389 -0.915 -1.837 0.4674
H 3.525 0.260 -2.709 0.4727
O 3.943 -0.132 -1.934 -0.9425
H -1.170 1.417 -2.843 0.5139
H -2.518 0.789 -2.816 0.4915
O -1.600 0.581 -2.594 -0.9916
H -1.627 -3.356 2.717 0.3900
H -0.593 -2.577 3.348 0.4610
O -1.440 -2.411 2.885 -1.0774
H -0.288 3.893 -1.976 0.4865
H 0.404 2.672 -1.462 0.5021
O -0.143 2.966 -2.221 -0.9889
H -0.586 -4.838 0.842 0.4485
H -0.304 -3.285 0.847 0.4364
O -0.193 -4.112 0.344 -1.0661
```


(4)
Here is 2 unconnected molecules or ions with the total composition C8H10F3NO from the OMol25 dataset. Energies are from the ωB97M-V functional and the def2-TZVPD basis.

Results
E_HOMO = -8.38 eV
SMILES string = C#CC(=C)C(F)(F)F.CC(C)=[NH+][O-]

The geometry in XYZ format:
```
23
Properties=species:S:1:pos:R:3:nbo_charge:R:1
C 2.923 -2.115 -1.307 -0.2236
C 2.664 -1.305 -0.447 0.0516
C -1.996 0.401 -0.280 0.2235
C -2.498 1.808 -0.420 -0.6422
C -2.812 -0.683 -0.922 -0.6642
C 2.171 1.032 -0.069 -0.3601
C 2.237 -0.239 0.386 -0.1800
C 2.008 -0.665 1.873 0.9820
N -0.778 0.212 0.179 -0.0305
O -0.124 -0.830 0.068 -0.5472
F 3.121 -0.414 2.690 -0.3409
F 1.001 0.046 2.498 -0.3453
F 1.698 -1.958 2.028 -0.3006
H 3.171 -3.032 -1.856 0.2461
H -1.695 2.431 -0.351 0.2097
H -2.972 1.727 -1.368 0.2254
H -3.214 2.041 0.411 0.2219
H -3.609 -0.177 -1.366 0.2122
H -3.216 -1.275 -0.194 0.2324
H -2.103 -1.306 -1.509 0.2538
H 2.676 1.320 -1.069 0.2263
H 1.705 1.920 0.426 0.2067
H -0.359 1.061 0.598 0.3429
```


(5)
Here is a molecular structure, C14H33N2NaO8 from the OMol25 dataset. Energies are from the ωB97M-V functional and the def2-TZVPD basis.

Results
E_HOMO = 1.54 eV
Charge = -2

The geometry in XYZ format:
```
58
Properties=species:S:1:pos:R:3:nbo_charge:R:1
Na 21.010 -0.697 -14.480 0.5966
C 19.360 -1.992 -10.836 0.8816
O 19.741 -2.823 -11.679 -0.8559
O 19.983 -0.944 -10.823 -0.7783
O 18.712 -2.260 -9.839 -0.8239
C 25.535 -0.757 -14.711 -0.2528
O 24.571 -0.983 -13.694 -1.0024
H 26.209 0.083 -14.543 0.0774
H 26.186 -1.586 -14.986 0.0909
H 24.892 -0.329 -15.481 0.1058
C 15.116 0.142 -17.242 -0.2755
O 14.850 1.168 -16.260 -0.5447
C 15.976 1.444 -15.439 -0.0835
C 16.934 2.453 -16.056 -0.2720
N 18.180 1.940 -16.513 -0.6159
C 18.158 1.620 -17.938 -0.2557
C 18.073 2.784 -18.879 -0.0910
O 19.145 3.651 -18.465 -0.5667
C 19.702 4.495 -19.425 -0.2385
H 15.919 -0.587 -17.137 0.1892
H 15.367 0.546 -18.223 0.1493
H 14.112 -0.274 -17.334 0.1877
H 16.416 0.482 -15.177 0.1954
H 15.466 1.783 -14.538 0.1918
H 17.169 3.224 -15.323 0.2071
H 16.369 3.052 -16.771 0.1677
H 18.964 2.563 -16.383 0.3787
H 17.382 0.884 -18.149 0.1914
H 19.169 1.237 -18.079 0.2087
H 17.185 3.405 -18.756 0.1740
H 18.263 2.366 -19.867 0.1745
H 18.920 5.157 -19.797 0.1507
H 20.006 3.914 -20.295 0.1530
H 20.599 5.071 -19.196 0.1953
C 23.460 -0.398 -25.975 -0.2519
O 23.061 -0.652 -24.634 -0.5563
C 24.040 -1.214 -23.718 -0.0709
C 23.331 -1.262 -22.282 -0.2349
N 22.649 -2.552 -21.956 -0.6265
C 21.651 -2.239 -20.909 -0.2505
C 22.210 -2.678 -19.482 -0.0589
O 21.212 -2.437 -18.532 -0.5488
C 20.264 -3.441 -18.277 -0.2606
H 23.899 -1.343 -26.295 0.1646
H 24.005 0.494 -26.284 0.1693
H 22.530 -0.229 -26.517 0.1838
H 24.941 -0.606 -23.634 0.1719
H 24.323 -2.204 -24.074 0.1709
H 22.598 -0.471 -22.124 0.1839
H 24.061 -1.119 -21.485 0.1954
H 22.103 -2.883 -22.739 0.3476
H 20.726 -2.704 -21.250 0.1885
H 21.552 -1.159 -20.800 0.1759
H 23.137 -2.159 -19.235 0.1909
H 22.528 -3.716 -19.390 0.1666
H 20.706 -4.396 -17.990 0.1759
H 19.572 -3.417 -19.118 0.1597
H 19.765 -3.259 -17.325 0.2041
```


What did the fourth record say?
Here is 2 unconnected molecules or ions with the total composition C8H10F3NO from the OMol25 dataset. Energies are from the ωB97M-V functional and the def2-TZVPD basis.

Results
E_HOMO = -8.38 eV
SMILES string = C#CC(=C)C(F)(F)F.CC(C)=[NH+][O-]

The geometry in XYZ format:
```
23
Properties=species:S:1:pos:R:3:nbo_charge:R:1
C 2.923 -2.115 -1.307 -0.2236
C 2.664 -1.305 -0.447 0.0516
C -1.996 0.401 -0.280 0.2235
C -2.498 1.808 -0.420 -0.6422
C -2.812 -0.683 -0.922 -0.6642
C 2.171 1.032 -0.069 -0.3601
C 2.237 -0.239 0.386 -0.1800
C 2.008 -0.665 1.873 0.9820
N -0.778 0.212 0.179 -0.0305
O -0.124 -0.830 0.068 -0.5472
F 3.121 -0.414 2.690 -0.3409
F 1.001 0.046 2.498 -0.3453
F 1.698 -1.958 2.028 -0.3006
H 3.171 -3.032 -1.856 0.2461
H -1.695 2.431 -0.351 0.2097
H -2.972 1.727 -1.368 0.2254
H -3.214 2.041 0.411 0.2219
H -3.609 -0.177 -1.366 0.2122
H -3.216 -1.275 -0.194 0.2324
H -2.103 -1.306 -1.509 0.2538
H 2.676 1.320 -1.069 0.2263
H 1.705 1.920 0.426 0.2067
H -0.359 1.061 0.598 0.3429
```